Entry 1:
This record from the Open Molecules 2025 dataset describes a molecular structure, C12H16B5Ca2F20O12 in a non-equilibrium geometry. The level of theory is ωB97M-V/def2-TZVPD.

XYZ file:
```
67
Properties=species:S:1:pos:R:3:forces:R:3:nbo_charge:R:1
Ca 1.9021 -1.2258 -0.4719 0.0573 -1.4075 0.3122 1.8737
Ca -1.9420 -0.6061 -4.5642 -0.4567 -1.0505 2.2655 1.9275
B 1.6370 -1.6681 2.3662 -2.1111 -2.0279 2.9548 1.3083
F 2.4408 -2.3184 1.4359 1.8422 0.0043 -0.9451 -0.5854
F 2.0788 -1.7832 3.6867 0.7699 0.3850 -0.4891 -0.5540
F 1.5025 -0.3524 1.9941 0.1048 1.5485 -0.9329 -0.5779
F 0.4079 -2.3213 2.3042 0.0121 0.5602 -0.4442 -0.5519
B -5.0403 -1.6323 -2.9123 -2.5271 -0.8949 0.3816 1.3486
F -5.8656 -0.8872 -3.7638 0.2249 0.1284 -0.4377 -0.5739
F -5.1446 -3.0032 -3.2061 0.1598 0.6393 0.2750 -0.5580
F -3.7084 -1.2578 -3.1970 2.4779 0.9136 -0.9580 -0.6415
F -5.3649 -1.3028 -1.6018 0.5532 -0.3269 -0.2278 -0.5500
B 1.4964 -4.7782 -0.6642 0.2662 -2.6258 -0.2347 1.3501
F 1.5336 -5.4600 0.5589 -0.0508 0.6253 -0.1971 -0.5594
F 2.7822 -4.8498 -1.2586 0.0219 0.7010 0.0821 -0.5856
F 0.5869 -5.4150 -1.5247 -0.0385 0.3367 0.1738 -0.5697
F 1.1071 -3.4384 -0.5077 -0.0233 1.3666 0.0855 -0.6115
B -0.3722 0.3347 -1.3395 -0.1108 -0.7675 1.4288 1.3583
F -0.9349 1.4066 -0.7038 -0.1916 0.1561 -0.4568 -0.5433
F -1.1897 -0.1083 -2.4203 -0.1920 0.3176 -0.6946 -0.6143
F 0.9179 0.5930 -1.7785 0.2045 0.3652 -0.6044 -0.5652
F -0.2097 -0.7439 -0.3753 -0.9824 0.7788 -0.8267 -0.5762
B 0.2201 -2.6433 -3.3965 0.6076 -2.9224 1.5761 1.3506
F 1.2290 -1.9347 -2.7040 0.2547 0.3023 -0.0207 -0.5957
F 0.6246 -3.8464 -3.9120 0.3908 0.7570 -0.3371 -0.5218
F -0.8832 -2.8696 -2.5932 -0.3596 1.0785 -0.4299 -0.5424
F -0.1156 -1.7894 -4.5003 -0.9450 1.3656 -1.4418 -0.6429
C 5.4954 3.1103 0.2267 -0.1759 0.2625 1.6554 -0.0973
C 5.3426 2.5158 1.6632 1.1908 0.3933 -0.5329 -0.1023
O 4.0886 1.8280 1.6252 0.6685 0.2518 0.4629 -0.4471
C 3.7468 1.6741 0.3614 -0.0801 -0.6161 -0.2303 1.0197
O 2.9249 0.8718 -0.0009 0.2815 0.4677 -0.4339 -0.6933
O 4.4406 2.4669 -0.4602 -0.5761 -0.2546 -0.6929 -0.4719
H 6.4379 2.8740 -0.2592 -0.0390 0.0196 0.0488 0.2036
H 5.3407 4.1856 0.3171 -0.1312 -0.0072 -0.6921 0.2062
H 5.3767 3.2828 2.4311 -0.4690 -0.0430 0.0441 0.2064
H 6.1769 1.8407 1.8539 -0.3748 -0.4274 0.1871 0.1946
C -3.1950 -3.8244 0.0783 0.8732 0.2396 -0.0755 -0.0931
C -2.9066 -2.3668 0.4493 -0.2568 0.3958 -0.8432 -0.1161
O -2.2475 -2.3764 1.7038 -0.9503 -0.5892 0.0971 -0.4914
C -2.0704 -3.6748 2.0685 1.3475 0.5821 0.4883 0.9755
O -1.5382 -3.9968 3.0822 -0.6840 -0.3019 -0.0153 -0.5705
O -2.4502 -4.5038 1.0918 -0.6020 -0.8843 -0.2549 -0.4857
H -2.7641 -4.0139 -0.9047 0.1500 -0.3372 0.1391 0.2056
H -4.2267 -4.1699 0.0382 -0.1054 0.2478 0.4695 0.1824
H -3.8207 -1.7762 0.4737 0.1640 0.2343 0.1108 0.2007
H -2.1808 -1.9850 -0.2691 -0.2957 0.2679 -0.0767 0.1870
C -2.3234 2.5831 1.6700 1.2318 -1.2763 0.3048 -0.0961
C -2.0405 1.0813 1.9709 -0.0816 0.5764 -1.4913 -0.1039
O -3.3218 0.7239 2.4956 0.6949 -1.1415 1.5059 -0.4750
C -3.8063 1.7468 3.1958 -1.4788 0.3421 -1.1843 0.9730
O -4.7649 1.7529 3.9072 0.6804 -0.2539 0.2782 -0.5794
O -3.2115 2.8694 2.7493 0.0872 1.4439 -0.2418 -0.5102
H -2.6652 2.7007 0.6403 -0.9305 0.2497 0.3257 0.1859
H -1.4635 3.2405 1.7928 0.1361 -0.1601 0.0860 0.1709
H -1.1295 0.9864 2.5651 -0.6021 -0.4076 0.8813 0.2039
H -1.9278 0.3954 1.1395 0.1807 0.4151 -0.2418 0.2263
C 0.8115 3.7180 -0.5788 0.2572 -0.0809 0.5882 -0.1013
C 1.2730 4.4421 0.6516 0.6603 0.0741 2.1005 -0.1115
O 2.4045 5.2419 0.2674 -0.4387 -0.1564 -0.6478 -0.4936
C 2.5254 5.1424 -1.0773 1.0286 0.4467 -0.2177 0.9689
O 3.3591 5.7037 -1.7281 -0.2736 -0.0839 0.3960 -0.5962
O 1.6339 4.3027 -1.5933 -0.9393 -0.4319 -0.5592 -0.4816
H -0.2612 3.8356 -0.7130 0.1487 0.1418 -0.6648 0.2046
H 1.0399 2.6650 -0.4505 -0.0134 -0.0385 -0.5542 0.2154
H 1.6527 3.7405 1.3993 -0.1467 -0.0142 0.0130 0.1940
H 0.5490 5.0671 1.1754 -0.0954 0.1475 -0.3891 0.1958
```
Positions in Å, forces in eV/Å.

Results
* 2S+1: 1
* charge: -1
* HOMO: -0.2653 Eh
* lowest unoccupied orbital energy: -0.044 hartree
* largest force on an atom: 4.2 eV Å⁻¹



Entry 2:
This record from the Open Molecules 2025 dataset describes 2 unconnected molecules or ions with the total composition H3IN2 in a non-equilibrium geometry. The level of theory is ωB97M-V/def2-TZVPD.

XYZ file:
```
6
Properties=species:S:1:pos:R:3:forces:R:3:nbo_charge:R:1
N 1.3304 -0.7208 -0.0650 0.9307 -1.2481 0.1321 -0.3760
N 0.5678 0.1891 -0.1753 -0.7807 0.9977 -0.0791 -0.2327
I -3.4152 1.2622 0.1015 -0.8011 -0.1561 -0.0218 -0.1193
H 2.3732 -0.6037 -0.0005 -0.3623 -0.0728 -0.0257 0.3052
H 1.0289 -1.7284 -0.0229 0.1677 0.3743 -0.0090 0.3059
H -1.8851 1.6015 0.1621 0.8456 0.1050 0.0035 0.1170
```
Positions in Å, forces in eV/Å.

Results
* 2S+1: 1
* HOMO: -0.3095 Eh
* lowest unoccupied orbital energy: 0.028 hartree
* largest force on an atom: 1.6 eV Å⁻¹



Entry 3:
This record from the Open Molecules 2025 dataset describes a molecular structure, C20H43N2P3RhSe in a non-equilibrium geometry. The level of theory is ωB97M-V/def2-TZVPD.

XYZ file:
```
70
Properties=species:S:1:pos:R:3:forces:R:3:nbo_charge:R:1
Rh 0.5560 0.1057 0.3260 -0.2713 -1.0944 -0.5817 0.4387
P -0.3364 1.5948 1.7195 -0.6972 2.5887 2.7945 0.9881
P 0.2069 -1.6404 1.7816 -0.4866 -1.5630 0.7134 0.9408
P 0.4666 1.5294 -1.4332 -0.3195 1.0249 -1.0727 1.0153
H -0.4773 -4.7157 -2.9734 0.2835 0.6494 -0.0479 0.2104
C 0.1727 -3.9592 -3.4465 0.5654 -0.1813 -0.1029 -0.3796
C 0.7108 -2.9154 -2.7955 -0.3849 -1.0148 -0.9159 -0.4272
H 0.4428 -2.7666 -1.7631 0.2264 0.2701 0.1450 0.1687
C -2.1425 1.7414 1.6623 -0.4236 0.1694 0.2305 -0.9820
C 0.0371 1.5438 3.5359 -0.3177 -0.4103 0.0691 -0.9402
C 0.1974 3.3614 1.6532 -0.1510 0.1756 -0.5063 -0.9366
C 0.2781 -3.1562 0.7845 -0.0131 -0.5534 0.3577 -0.9505
C 1.5059 -1.8416 3.0824 0.0302 0.0315 -0.0434 -0.9359
C -1.4054 -1.8116 2.6870 0.1274 0.0736 0.0324 -0.9316
C 0.7590 0.6048 -2.9424 0.1095 0.3419 -0.6446 -0.9638
C 1.7908 2.8091 -1.3387 0.2865 -0.3733 -0.0461 -0.9336
C -1.0576 2.4800 -1.7412 0.0119 -0.0359 -0.3637 -0.9516
H 0.4099 -4.1939 -4.4985 0.0055 0.2914 0.6052 0.2285
H 1.4314 -2.2541 -3.2825 -0.3257 -0.2087 0.2088 0.2086
H -2.4189 2.5770 2.3198 -0.1499 -0.2107 -0.1509 0.2711
H -2.6259 0.8298 2.0280 0.1178 0.1300 0.0351 0.2438
H -2.5250 1.9449 0.6547 0.2662 0.0373 0.1826 0.2505
H -0.3345 2.4999 3.9297 0.1469 -0.4364 0.1143 0.2562
H 1.1157 1.4712 3.7600 -0.4405 0.0409 -0.2844 0.2422
H -0.4867 0.7395 4.0558 0.1421 -0.0077 0.0040 0.2457
H -0.2777 3.8407 2.5169 0.1024 0.0724 -0.3532 0.2539
H -0.1335 3.8763 0.7510 0.0497 0.0144 0.0598 0.2390
H 1.2863 3.4817 1.7474 -0.3782 -0.2030 -0.0083 0.2509
H 0.1162 -4.0272 1.4208 0.0802 -0.1475 -0.0165 0.2636
H 1.2439 -3.2556 0.2799 -0.1000 0.0678 0.1602 0.2683
H -0.5037 -3.1609 0.0191 0.0283 0.1377 0.1910 0.2391
H 1.1428 -2.5468 3.8445 0.1197 0.1435 -0.2518 0.2752
H 1.7790 -0.9038 3.5918 -0.3209 -0.2329 -0.2603 0.2451
H 2.4212 -2.2509 2.6313 -0.2951 0.0527 0.0276 0.2670
H -1.3386 -2.6022 3.4527 0.1363 0.2643 -0.2824 0.2774
H -2.2110 -2.1144 2.0018 0.3126 0.1504 0.0555 0.2409
H -1.7040 -0.8795 3.1885 0.1534 -0.3379 -0.1622 0.2431
H 0.9531 1.3530 -3.7106 0.0971 -0.1700 -0.3681 0.2588
H -0.1016 0.0071 -3.2460 -0.0900 0.0913 0.1777 0.2613
H 1.6093 -0.0707 -2.8571 0.0628 0.2055 0.0949 0.2662
H 2.0194 3.1236 -2.3595 -0.0162 0.1399 0.0888 0.2686
H 2.6848 2.3372 -0.8972 -0.3323 0.3122 -0.5202 0.2482
H 1.5465 3.6858 -0.7201 -0.1707 -0.4265 -0.3181 0.2645
H -0.9297 2.9247 -2.7377 -0.2552 0.0291 0.1997 0.2706
H -1.2283 3.2877 -1.0165 0.1368 -0.3242 -0.2009 0.2578
H -1.9248 1.8059 -1.7540 0.1896 0.2011 -0.0646 0.2407
C -4.1504 -1.3210 -2.0896 -0.1887 1.1703 1.4551 -0.1033
C -2.8878 -1.8623 -2.4080 0.5151 -0.6379 -0.6760 -0.2537
C -2.7157 -2.4810 -3.6373 0.2245 0.3066 0.6973 -0.1225
C -3.7559 -2.4975 -4.5799 -0.2584 0.0399 0.0790 -0.0474
C -5.0064 -1.9609 -4.2394 -0.6376 0.2186 0.3171 -0.1701
C -5.2241 -1.3935 -2.9872 -0.4879 0.1262 -0.9590 -0.1900
Se -4.3845 -0.3530 -0.4211 1.0176 -2.1080 -1.4595 0.5146
H -3.2332 -1.2307 0.0438 -0.6302 0.9696 0.1699 0.0870
H -2.0392 -1.7795 -1.7224 -0.2995 -0.1167 -0.1630 0.2244
H -1.7575 -2.9398 -3.8506 -0.1751 0.2252 -0.1189 0.2517
H -3.6162 -2.9186 -5.5801 0.0415 0.0744 0.4316 0.2619
H -5.8039 -2.0126 -4.9793 0.0622 0.1028 0.2945 0.2701
H -6.1863 -0.9624 -2.6901 0.2861 -0.2948 -0.3479 0.2617
C 4.4586 1.2708 3.5474 0.0649 -0.7638 0.9931 -0.4028
N 4.1363 1.5232 2.1682 -0.7772 -0.7849 -0.3225 -0.4089
C 4.9992 2.4794 1.4986 0.1995 0.6610 -1.8727 -0.4051
C 3.0706 1.0660 1.5819 -0.7289 2.7221 -1.2356 0.6466
N 2.1155 1.1611 0.8611 3.6942 -1.4209 2.5169 -0.5928
H 5.4374 1.7255 3.7185 -0.3832 -0.3526 0.4002 0.2494
H 4.4798 0.2055 3.7315 0.4278 -0.3064 0.0403 0.2267
H 3.7100 1.6492 4.2293 -0.1179 0.5862 0.1504 0.2177
H 5.2927 2.1083 0.5075 0.2835 -0.1949 0.3940 0.2334
H 4.4690 3.4192 1.2423 0.2458 -0.2787 0.7607 0.2241
H 5.8717 2.6151 2.1429 -0.2265 0.2816 -0.5256 0.2511
```
Positions in Å, forces in eV/Å.

Results
* 2S+1: 5
* charge: +3
* HOMO (spin up / spin down): -0.5611 / -0.6358 Eh
* lowest unoccupied orbital energy (spin up / spin down): -0.300 / -0.441 hartree
* largest force on an atom: 4.7 eV Å⁻¹



Across the entries above, ΔE to the lowest compared entry with this formula, charge and spin takes the values 34.8; 21.6; 29.8 kcal per mole, respectively.